# 1
{"formula": "C12H14BeClIN2", "method": "wB97M-V/def2-TZVPD", "homo_lumo_gap_ha": 0.235, "e_homo_ha": -0.271, "lumo_energy_ev": -0.98, "relative_energy_kj_mol": 0.0, "multiplicity": 1, "elements": ["C", "C", "H", "H", "H", "H", "H", "H", "C", "C", "C", "C", "H", "H", "H", "H", "N", "C", "C", "N", "C", "C", "C", "H", "H", "C", "H", "H", "Be", "I", "Cl"], "xyz": [[0.07, 0.99, 2.33], [1.33, -2.26, 3.56], [1.15, 1.16, 2.12], [-0.06, 0.15, 3.04], [-0.39, 1.88, 2.81], [1.54, -3.33, 3.48], [1.54, -1.86, 4.55], [0.30, -2.04, 3.28], [-0.20, 2.98, -0.32], [0.20, 3.70, -1.46], [0.25, 3.05, -2.71], [-0.04, 1.68, -2.75], [-0.29, 3.41, 0.69], [0.47, 4.76, -1.39], [0.52, 3.59, -3.61], [0.07, 1.11, -3.67], [-0.50, 1.68, -0.38], [-0.36, 1.01, -1.57], [-0.45, -0.43, -1.42], [-0.60, -0.81, -0.13], [-0.61, -2.13, 0.17], [-0.37, -2.71, -2.16], [-0.52, -3.12, -0.83], [-0.71, -2.35, 1.22], [-0.61, -4.17, -0.54], [-0.28, -1.35, -2.46], [-0.06, -0.99, -3.46], [-0.28, -3.47, -2.95], [-0.96, 0.62, 0.87], [2.62, -1.32, 2.14], [-2.76, 0.55, 1.56]]}

=====

# 2
{"formula": "C12H14BrN3O2S", "method": "wB97M-V/def2-TZVPD", "homo_lumo_gap_ha": 0.333, "e_homo_ha": -0.311, "lumo_energy_ev": 0.58, "multiplicity": 1, "smiles": "C=CCNC(=S)NNC(=O)COc1ccc(Br)cc1", "elements": ["C", "C", "C", "N", "C", "N", "N", "C", "O", "C", "O", "C", "C", "C", "C", "C", "C", "H", "H", "Br", "H", "H", "H", "H", "H", "H", "S", "H", "H", "H", "H", "H", "H"], "xyz": [[3.95, -4.30, 2.32], [3.12, -4.30, 1.29], [2.35, -3.10, 0.84], [2.57, -2.87, -0.58], [2.05, -1.88, -1.31], [1.21, -1.00, -0.69], [0.51, -0.09, -1.48], [-0.78, 0.18, -1.16], [-1.28, -0.22, -0.13], [-1.48, 1.07, -2.19], [-2.68, 1.61, -1.69], [-2.62, 2.44, -0.61], [-1.46, 2.93, -0.03], [-1.53, 3.78, 1.06], [-2.76, 4.15, 1.56], [-3.93, 3.67, 1.00], [-3.86, 2.82, -0.08], [-4.75, 2.43, -0.54], [-4.89, 3.96, 1.40], [-2.85, 5.32, 3.06], [-0.62, 4.16, 1.51], [-0.48, 2.65, -0.41], [-0.79, 1.85, -2.54], [-1.78, 0.45, -3.04], [0.91, -0.05, -2.42], [0.66, -1.27, 0.13], [2.46, -1.66, -2.90], [3.29, -3.42, -1.03], [1.28, -3.27, 1.01], [2.65, -2.21, 1.42], [2.94, -5.19, 0.72], [4.48, -5.19, 2.62], [4.13, -3.42, 2.90]]}

=====

# 3
{"formula": "C12H14Cl5IrNO4S", "method": "wB97M-V/def2-TZVPD", "homo_lumo_gap_ha": [0.265, 0.218], "e_homo_ha": [-0.539, -0.539], "s2": 0.754, "total_charge": 2, "lumo_energy_ev": [-7.45, -8.76], "relative_energy_kj_mol": 24.7, "multiplicity": 2, "elements": ["Ir", "C", "O", "C", "C", "O", "C", "C", "O", "C", "H", "H", "H", "H", "H", "H", "H", "H", "H", "H", "H", "H", "H", "H", "Cl", "C", "C", "C", "Cl", "C", "Cl", "C", "Cl", "C", "Cl", "O", "S", "N"], "xyz": [[-0.39, -0.47, 0.19], [-1.06, 1.14, -2.42], [-0.30, 0.02, -1.93], [-0.60, -1.21, -2.70], [0.41, -2.23, -2.28], [0.27, -2.38, -0.86], [1.43, -2.99, -0.25], [1.75, -2.19, 0.99], [1.59, -0.77, 0.72], [2.68, -0.13, 0.00], [-1.39, 0.91, -3.43], [-0.40, 2.01, -2.43], [-2.54, 2.39, -1.60], [-0.48, -0.99, -3.76], [-1.62, -1.53, -2.49], [1.41, -1.87, -2.51], [0.24, -3.18, -2.79], [2.26, -2.95, -0.97], [1.23, -4.04, -0.01], [2.77, -2.38, 1.33], [1.07, -2.41, 1.80], [3.61, -0.46, 0.45], [2.55, 0.94, 0.14], [2.64, -0.39, -1.05], [0.21, 3.24, -0.28], [-0.43, 2.56, 1.18], [-0.59, 1.19, 1.31], [-0.96, 0.72, 2.54], [-1.01, -1.04, 2.44], [-1.22, 1.48, 3.66], [-1.67, 0.72, 5.12], [-1.10, 2.86, 3.50], [-1.41, 3.88, 4.83], [-0.70, 3.39, 2.27], [-0.52, 5.08, 2.10], [-2.37, -0.64, -0.21], [-3.22, 0.31, -1.06], [-2.16, 1.45, -1.53]]}